(1)
17
Properties=species:S:1:pos:R:3:forces:R:3 method="wB97M-V/def2-TZVPD" e_above_lowest_ev=3.4248 homo_ha=-0.30482 gap_ev=8.969 multiplicity=1 lumo_ev=0.67 charge=0 e_tot_ha=-856.20933
C -2.864015 1.144308 0.398816 0.572 2.260 -0.084
C -2.364512 0.100752 -0.484769 0.035 1.033 0.624
C 2.732285 -0.578857 1.222957 -1.818 0.351 -1.666
C -1.535769 -0.715794 -1.085829 -1.015 -0.866 -0.360
O 2.325758 -0.230698 -1.394996 0.228 0.649 0.497
O 1.023150 1.180256 0.186918 -1.273 1.089 0.832
O -3.704484 0.285818 -0.339260 -1.177 -0.565 -1.011
O -0.225458 -0.876829 -0.812878 0.903 3.350 1.336
S 2.393944 0.737341 -0.007772 0.147 -2.998 -2.332
H -2.852974 0.976506 1.460008 -0.050 -0.119 0.410
H -2.962406 2.283803 0.133142 0.546 -2.343 0.180
H 3.235636 -1.416054 0.844092 0.599 -1.032 -0.958
H 3.363342 -0.050925 1.793887 2.656 1.672 2.588
H 1.921055 -0.864737 1.844855 -1.172 -0.133 0.087
H 1.424430 -0.619495 -1.625707 0.827 0.655 1.040
H -1.881013 -1.412729 -1.814045 -0.536 -0.474 -0.295
H -0.028971 0.057333 -0.319411 0.528 -2.528 -0.887

=====

(2)
16
Properties=species:S:1:pos:R:3:forces:R:3 method="wB97M-V/def2-TZVPD" e_above_lowest_ev=3.7045 homo_ha=-0.29968 gap_ev=8.577 multiplicity=1 lumo_ev=0.42 charge=0 e_tot_ha=-417.11981
C 0.035168 -0.500272 -2.067814 0.005 0.615 1.694
C -0.273806 -0.387796 -0.719451 -0.803 0.172 -3.704
C -2.996730 -1.763828 1.867349 -0.118 -0.131 -0.315
C 0.353384 -1.240586 0.206835 0.170 -0.683 2.127
N 0.197428 -0.741712 1.432361 2.092 -3.514 0.583
N 2.210030 2.457009 -0.438334 0.367 0.612 -0.815
O -3.687015 -2.375525 1.193184 -1.092 -0.974 -0.953
O -2.297764 -1.139711 2.520700 0.951 1.061 1.393
H -0.116149 0.433582 -2.661800 -0.365 -1.354 -0.095
H 0.509208 -1.430282 -2.483802 -0.040 1.400 0.568
H -1.101669 0.294911 -0.442967 0.804 0.401 0.117
H 0.508246 -1.281085 2.293454 -0.404 1.018 -1.820
H -0.330142 0.044936 1.636446 -1.159 2.019 0.378
H 3.015070 3.138529 -0.372404 -1.090 -1.424 -0.302
H 1.501469 2.921206 -1.038445 0.675 -0.481 0.554
H 2.473272 1.570624 -0.925312 0.007 1.264 0.591

=====

(3)
5
Properties=species:S:1:pos:R:3:forces:R:3 method="wB97M-V/def2-TZVPD" e_above_lowest_ev=0.4504 homo_ha="-0.04661 / -0.04611" gap_ev="4.758 / 4.741" multiplicity=1 lumo_ev="3.49 / 3.49" charge=-1 e_tot_ha=-928.16907
C -1.240475 -0.327634 -0.071311 -1.618 -3.453 0.397
O -1.116934 0.773043 -0.357325 0.020 0.846 -0.088
O -1.553985 -1.457967 0.159940 1.140 2.433 -0.311
P 1.683338 1.380648 -0.194990 0.284 1.338 -0.413
S 2.228054 -0.368092 0.463686 0.174 -1.165 0.415

=====

(4)
18
Properties=species:S:1:pos:R:3:forces:R:3 method="wB97M-V/def2-TZVPD" e_above_lowest_ev=1.4949 homo_ha=-0.17218 gap_ev=8.040 multiplicity=1 lumo_ev=3.36 charge=-1 e_tot_ha=-513.21767
O 0.253579 0.177772 2.381394 0.004 -0.213 0.163
C -0.546517 0.097128 1.456664 -0.202 0.732 -0.390
N -0.365959 0.562371 0.215345 -0.224 -0.404 0.276
C -1.302769 0.280164 -0.956668 1.509 0.712 0.003
O -0.823172 -0.653591 -1.772938 -0.053 0.146 0.113
H -1.580698 -0.264581 1.572710 0.008 -0.345 0.256
H 0.583395 0.848307 0.011833 -0.092 -0.010 -0.196
H -1.340398 1.292334 -1.404616 -0.342 0.026 -0.248
H -2.275123 0.085284 -0.502893 -0.395 -0.177 0.300
H 1.049811 0.097310 -2.417520 -0.674 0.105 0.196
H 1.573060 -0.857348 -3.372354 0.141 0.191 -0.202
O 1.716731 0.063477 -3.114833 0.283 -0.423 -0.067
H 2.094849 1.881127 4.811900 0.076 -0.028 -0.317
H 3.138734 2.505478 3.860196 -0.227 -0.073 -0.145
O 3.036314 2.052620 4.699101 0.136 0.042 0.421
H -2.109647 -3.192547 -2.002704 0.079 0.062 0.049
H -1.936871 -1.647873 -2.191683 0.244 -0.610 -0.265
O -2.484764 -2.459982 -2.495369 -0.271 0.270 0.054

=====

(5)
84
Properties=species:S:1:pos:R:3:forces:R:3 method="wB97M-V/def2-TZVPD" e_above_lowest_ev=1.5027 s_squared=0.7831 homo_ha="-0.05245 / -0.05144" gap_ev="5.036 / 5.009" multiplicity=2 lumo_ev="3.61 / 3.61" charge=-2 e_tot_ha=-3840.09776
V -0.850095 -0.074233 -0.942664 0.335 0.110 -0.412
C -1.070466 3.631481 1.555101 -0.026 0.008 -0.002
C 0.235439 3.422495 0.850165 0.162 0.130 0.046
N 1.215141 4.291035 1.066249 -0.063 -0.055 -0.027
C 2.384267 4.027424 0.433642 0.072 0.002 -0.020
C 2.601665 3.023599 -0.466327 -0.034 -0.068 -0.048
C 3.986787 2.740941 -0.953834 0.039 0.015 0.004
O 4.465848 1.479752 -0.446949 -0.035 -0.018 -0.001
C 1.529339 2.108767 -0.800121 0.061 0.243 0.094
C 1.689629 1.121336 -1.762501 -0.038 -0.145 -0.010
N 0.836527 0.056678 -2.075232 -0.197 0.241 -0.043
C 1.409478 -0.927134 -2.878716 0.004 -0.118 0.000
C 2.789829 -0.985041 -3.186284 0.005 0.012 0.008
C 3.329055 -1.932953 -4.035366 0.012 -0.022 -0.021
C 2.538162 -2.907248 -4.624065 -0.012 0.034 0.029
C 1.193222 -2.930968 -4.292089 0.009 0.000 -0.013
C 0.658819 -1.981657 -3.439040 0.079 0.051 -0.018
I -1.324202 -2.220018 -2.889608 -0.106 -0.021 0.177
C 0.377391 2.314501 0.002959 -0.350 -0.218 -0.138
O -0.614673 1.436583 -0.046532 0.029 -0.224 0.338
H -0.974610 4.476400 2.234529 0.001 0.003 -0.001
H -1.354607 2.734118 2.104349 0.012 -0.017 0.009
H -1.868807 3.830810 0.836410 -0.002 -0.003 0.000
H 3.216047 4.677665 0.694904 -0.005 0.021 0.020
H 4.675409 3.498806 -0.576428 -0.002 0.006 -0.011
H 4.060705 2.738440 -2.048928 -0.034 -0.007 0.010
H 3.729220 0.855734 -0.556960 0.012 -0.003 -0.016
H 2.573181 1.212935 -2.374440 -0.011 0.023 0.003
H 3.475281 -0.294639 -2.721918 -0.004 0.004 0.008
H 4.396111 -1.911321 -4.222994 0.005 0.000 -0.001
H 2.954473 -3.645468 -5.296014 0.002 -0.010 -0.008
H 0.547199 -3.702359 -4.689946 -0.012 -0.008 -0.002
O -5.252861 2.520823 -6.122565 0.014 -0.011 -0.063
C -5.565332 2.307975 -4.934767 0.055 0.117 0.007
O -6.663743 2.413551 -4.360716 -0.076 -0.062 0.030
C -4.392328 1.856023 -4.027736 0.000 -0.052 0.053
C -3.082848 1.877456 -4.489997 0.026 -0.015 -0.010
C -2.055868 1.451810 -3.664257 0.044 0.175 0.052
N -2.274015 0.994229 -2.434187 -0.008 -0.212 -0.104
C -3.534622 0.959257 -1.985235 0.034 0.025 0.048
C -4.611109 1.399256 -2.730703 0.007 0.082 -0.007
C -3.668365 0.310609 -0.623025 0.083 0.006 -0.087
O -4.609676 0.513576 0.116509 -0.100 -0.097 -0.070
O -2.675465 -0.501575 -0.373546 0.156 0.149 0.075
H -2.894549 2.214004 -5.500259 -0.014 0.012 -0.001
H -1.018410 1.467173 -3.983653 -0.003 -0.030 -0.003
H -5.614111 1.379336 -2.329145 -0.007 -0.011 0.003
O 6.355974 3.076156 3.093775 -0.054 0.023 0.054
C 5.905821 1.923578 2.424897 0.006 -0.032 -0.029
N 4.490557 1.680990 2.612894 0.081 0.000 -0.018
C 4.013829 1.506268 3.857650 0.017 -0.055 0.025
O 4.756787 1.599890 4.840463 -0.030 0.014 -0.047
C 2.563836 1.175881 4.025892 0.047 0.004 0.035
C 2.124330 0.767240 5.279473 -0.013 0.003 -0.032
C 0.792954 0.433049 5.442554 0.006 0.004 -0.034
C -0.049012 0.519221 4.338959 0.070 -0.042 0.061
N 0.353216 0.917450 3.139635 0.002 0.102 0.055
C 1.634085 1.246931 2.996067 -0.052 -0.033 -0.078
H 6.106919 2.929642 4.019817 0.046 0.003 -0.035
H 6.464372 1.044549 2.767590 -0.020 0.020 0.040
H 6.068410 2.061951 1.360001 0.006 -0.022 0.004
H 3.927269 1.582608 1.780218 -0.053 0.066 0.026
H 2.838125 0.718626 6.091181 -0.007 0.002 0.006
H 0.406493 0.106638 6.398916 0.004 -0.007 0.010
H -1.097131 0.249882 4.424333 -0.006 0.011 -0.003
H 1.909930 1.588167 2.005116 0.004 0.004 -0.052
N -6.162365 -5.628574 2.121389 0.007 -0.035 -0.053
C -4.912253 -6.123212 1.867221 0.009 -0.041 0.006
O -4.672362 -7.315634 1.927364 -0.015 0.081 0.021
C -3.864054 -5.104725 1.526591 -0.051 -0.040 0.015
C -4.007624 -3.750600 1.799214 0.031 0.030 0.010
C -3.000137 -2.878462 1.406884 -0.029 -0.043 -0.065
N -1.903354 -3.285146 0.777017 0.033 0.038 0.079
C -1.761164 -4.583175 0.534474 -0.048 -0.002 0.015
C -2.707222 -5.533761 0.891630 0.021 0.025 -0.043
H -6.895297 -6.314620 2.190602 0.015 0.013 0.008
H -6.414239 -4.716158 1.783661 0.009 0.005 0.011
H -4.870056 -3.353687 2.318716 -0.009 -0.013 0.002
H -3.089155 -1.810822 1.563314 -0.007 0.005 0.011
H -0.849785 -4.865890 0.017794 0.009 -0.015 0.011
H -2.568303 -6.583467 0.673671 -0.006 -0.004 0.005
F 0.883403 -2.577947 -0.197162 0.034 -0.052 0.044
B 0.648355 -1.270594 0.086826 -0.242 -0.129 0.031
F 1.681396 -0.762242 0.803270 0.064 0.068 0.027